Entry from the OMol25 dataset: an isolated molecule of C2H5O3PS (ωB97M-V/def2-TZVPD).

Geometry as XYZ:
```
12
Properties=species:S:1:pos:R:3
C -1.507 0.801 1.037
C -1.651 0.101 0.028
O -0.683 -0.246 -0.886
P 1.001 0.031 -0.427
O 1.690 -1.018 -1.411
O 0.889 -0.981 0.836
S 1.706 1.890 -0.534
H -2.271 1.206 1.666
H -0.446 0.979 1.362
H -2.633 -0.263 -0.325
H 2.377 -0.763 -2.045
H 1.527 -1.737 0.698
```

Properties
Highest occupied orbital energy: -9.4 eV
Relative energy (zero: lowest compared OMol25 entry of this formula, charge and spin): 59.2 kJ/mol
DFT total energy: -1044.5043 Eh
HOMO-LUMO gap: 9.7 eV
2S+1: 1
SMILES: C=COP(O)(O)=S
LUMO energy: 0.272 eV

These are the Mulliken partial charges, in e, on atoms 1 to 8: number 1, C, carries -0.641; number 2, C, carries 0.218; number 3, O, carries -0.330; number 4, P, carries 0.674; number 5, O, carries -0.462; number 6, O, carries -0.486; number 7, S, carries -0.343; number 8, H, carries 0.276